w:
Molecular formula: C3H8O2P
Method: DFT, ωB97M-V/def2-TZVPD

Properties
LUMO level = 4.0553 eV

Geometry as ORCA input:
```
! wB97M-V def2-TZVPD RIJCOSX def2/J DEFGRID3
* xyz -1 1
C -2.400 -0.673 -0.219
C 2.114 0.472 0.113
C -0.972 -0.465 0.257
O 3.545 -0.154 -0.339
O -0.473 2.264 0.504
P -0.273 1.186 -0.475
H -2.965 -1.652 -0.025
H -3.164 0.025 0.174
H -2.461 -0.532 -1.250
H 2.560 1.310 0.520
H 1.696 -0.300 0.877
H 3.830 0.141 -1.260
H -0.278 -1.137 -0.286
H -0.760 -0.485 1.408
*
```

---

x:
Molecular formula: C3H8O2P
Method: DFT, ωB97M-V/def2-TZVPD

Properties
SMILES string = C=[P@@](C)([O-])OC
LUMO level = 3.9375 eV

Geometry as ORCA input:
```
! wB97M-V def2-TZVPD RIJCOSX def2/J DEFGRID3
* xyz -1 1
C 0.993 0.226 -1.767
P 0.986 -0.099 -0.028
C -0.276 -1.720 0.696
O 2.307 -0.193 0.656
O 0.347 1.122 0.881
C -0.926 1.552 0.533
H 1.787 -0.434 -2.221
H -0.067 0.175 -2.123
H 0.131 -1.981 1.594
H -1.228 -1.334 0.569
H 0.070 -2.458 -0.095
H -1.656 0.794 0.097
H -0.970 2.454 -0.228
H -1.499 1.898 1.435
*
```

---

y:
Molecular formula: C3H8O2P
Method: DFT, ωB97M-V/def2-TZVPD

Properties
LUMO level (spin up / spin down) = 3.8570 / 3.8531 eV

Geometry as ORCA input:
```
! wB97M-V def2-TZVPD RIJCOSX def2/J DEFGRID3
* xyz -1 1
C 0.304 1.252 1.219
C 0.476 -0.316 -1.736
C -0.023 -0.226 1.143
O -1.246 -3.120 -0.328
O -1.969 0.313 -0.707
P -0.842 -0.621 -0.473
H 1.173 1.494 0.606
H -0.554 1.806 0.840
H 0.506 1.574 2.246
H 0.063 -0.665 -2.681
H 0.678 0.753 -1.802
H 1.372 -0.880 -1.501
H -0.777 -0.495 1.887
H 0.840 -0.870 1.285
*
```

---

Ordering by calculated energy gives the sequence x, w, y, with the first entry being the most stable.

---

w:
Molecular formula: ClH2NO2Si
Method: DFT, ωB97M-V/def2-TZVPD

Properties
SMILES string = O=[SiH2].O=NCl
LUMO level = -1.4404 eV

Geometry as ORCA input:
```
! wB97M-V def2-TZVPD RIJCOSX def2/J DEFGRID3
* xyz 0 1
O 1.979 0.189 -0.670
Si 0.611 -0.189 -0.249
H -0.596 0.332 -0.812
H 0.395 -1.155 0.696
O 2.329 2.982 2.295
N 1.312 3.433 1.912
Cl -0.224 2.823 2.789
*
```

---

x:
Molecular formula: ClH2NO2Si
Method: DFT, ωB97M-V/def2-TZVPD

Properties
SMILES string = O=[N+]([O-])[SiH2]Cl
LUMO level = -1.7165 eV

Geometry as ORCA input:
```
! wB97M-V def2-TZVPD RIJCOSX def2/J DEFGRID3
* xyz 0 1
O -0.174 -1.754 1.111
N 0.107 -1.149 0.021
O -0.056 -1.607 -1.078
Si 0.265 0.698 0.135
Cl -1.858 1.657 -0.769
H 0.704 0.981 1.494
H 1.012 1.174 -0.913
*
```

---

Ordering by calculated energy gives the sequence x, w, with the first entry being the most stable.